Record 1
{
  "formula": "C19H49IN3O5",
  "method": "the ωB97M-V functional and the def2-TZVPD basis",
  "species": ["I", "C", "C", "C", "C", "C", "C", "N", "O", "C", "C", "C", "H", "H", "H", "H", "H", "H", "H", "H", "H", "H", "H", "H", "H", "H", "H", "H", "H", "H", "H", "C", "C", "C", "O", "C", "N", "H", "H", "H", "H", "H", "H", "H", "H", "H", "H", "H", "C", "C", "C", "O", "C", "N", "H", "H", "H", "H", "H", "H", "H", "H", "H", "H", "H", "C", "O", "H", "H", "H", "H", "C", "O", "H", "H", "H", "H"],
  "xyz": [[0.564, -0.282, 0.574], [-1.560, 3.661, 3.992], [-2.280, 2.326, 3.760], [-3.397, 2.202, 4.792], [-4.415, 1.096, 4.648], [-5.114, 1.155, 3.258], [-4.040, 1.309, 2.121], [-2.929, 2.212, 2.459], [-2.035, 2.456, 1.449], [-3.521, -0.108, 1.661], [-4.767, 1.907, 0.937], [-1.329, 1.120, 4.090], [-1.174, 3.608, 5.010], [-2.172, 4.544, 3.810], [-0.669, 3.755, 3.372], [-2.921, 2.152, 5.772], [-3.906, 3.154, 4.942], [-5.258, 1.195, 5.332], [-3.937, 0.130, 4.811], [-5.873, 1.937, 3.280], [-5.594, 0.192, 3.085], [-2.913, -0.505, 2.474], [-4.245, -0.922, 1.615], [-2.960, -0.058, 0.728], [-5.522, 1.171, 0.661], [-5.207, 2.854, 1.249], [-4.154, 1.999, 0.041], [-0.524, 1.197, 3.359], [-1.670, 0.091, 3.970], [-0.875, 1.063, 5.079], [-1.539, 1.638, 1.380], [-2.336, -1.478, -3.153], [-1.035, -2.136, -3.574], [-0.769, -2.092, -5.140], [0.508, -2.530, -5.561], [0.648, -2.651, -6.969], [0.002, -1.393, -2.930], [-3.204, -2.068, -3.446], [-2.461, -0.455, -3.510], [-2.328, -1.459, -2.064], [-0.973, -3.187, -3.294], [-0.954, -1.107, -5.568], [-1.524, -2.753, -5.564], [1.730, -2.704, -7.083], [0.266, -1.823, -7.566], [0.255, -3.611, -7.306], [-0.200, -0.436, -3.184], [-0.281, -1.288, -1.966], [4.885, -0.739, 0.758], [4.449, -0.812, -0.704], [5.606, -0.748, -1.675], [5.089, -0.744, -3.043], [5.987, -0.307, -4.032], [3.682, -2.079, -0.821], [5.601, -1.533, 0.972], [3.987, -0.813, 1.370], [5.335, 0.225, 0.998], [3.857, 0.089, -0.864], [6.268, -1.603, -1.537], [6.132, 0.186, -1.478], [6.419, 0.651, -3.744], [5.474, -0.176, -4.985], [6.830, -0.930, -4.328], [2.847, -1.924, -0.274], [4.114, -2.784, -0.241], [2.638, 1.751, -2.756], [2.282, 0.387, -2.518], [2.525, 2.332, -1.841], [3.626, 1.895, -3.192], [1.897, 2.122, -3.465], [1.777, 0.409, -1.702], [1.070, -1.618, 4.193], [1.926, -2.272, 3.266], [1.232, -0.546, 4.078], [-0.006, -1.755, 4.080], [1.336, -1.938, 5.201], [1.727, -1.805, 2.451]],
  "forces_ev_per_a": [[-0.1, 0.2, 0.2], [0.6, -0.7, -0.4], [-1.3, -2.0, 1.1], [-0.4, 1.2, 1.5], [-0.6, -0.1, -1.1], [2.2, -0.5, 0.4], [-0.1, -0.9, -0.7], [-1.0, 1.3, 1.6], [0.1, -0.1, -0.9], [0.2, 0.1, 1.4], [-0.2, -0.3, -0.3], [1.1, 0.2, -1.1], [-0.2, 0.3, 0.2], [-0.2, -0.2, 0.2], [-0.1, -0.1, -0.2], [0.3, -0.5, 0.2], [-0.4, 0.3, -0.7], [0.4, 0.0, 0.6], [-0.1, -0.1, -0.1], [0.2, 0.2, -0.3], [-0.3, 0.1, -0.1], [0.7, 0.1, -0.3], [-0.7, 0.5, -0.5], [0.1, 0.0, 0.2], [-0.5, 0.2, 0.0], [-0.1, 0.1, -0.4], [0.2, 0.3, 0.2], [0.4, -0.2, 0.1], [-0.8, 0.3, -0.3], [0.0, 0.8, 0.2], [0.9, -0.5, -0.6], [-0.9, -1.1, -0.2], [0.8, 0.6, -1.8], [-0.8, -0.5, 0.6], [-0.3, 0.3, 0.3], [0.9, -0.5, 1.1], [0.5, 0.4, 0.4], [-0.3, 0.1, -0.1], [0.2, 0.0, -0.1], [-0.1, 0.1, 0.0], [-0.2, -0.1, 0.2], [-0.1, 0.5, 0.2], [-0.3, -0.2, -0.3], [0.0, 0.1, -0.4], [-0.3, 0.2, 0.2], [-0.4, 0.0, -0.2], [0.7, 0.6, -0.6], [0.5, -0.6, 0.8], [0.4, 0.7, -0.3], [0.0, -0.8, 0.9], [-0.8, 0.0, -1.2], [0.7, -0.3, 0.7], [0.0, 0.6, 0.0], [-0.2, 0.7, -0.5], [0.0, -0.1, 0.3], [0.1, -0.2, 0.1], [0.3, 0.1, 0.1], [-0.5, -0.6, -0.4], [0.3, -0.1, 0.0], [0.4, 0.1, -0.1], [0.1, 0.4, 0.0], [-0.6, 0.1, 0.2], [0.2, -0.8, 0.7], [-0.8, 0.2, -0.3], [0.7, -0.2, 0.0], [-1.1, -0.5, 0.0], [0.8, 0.9, -0.4], [0.3, 0.2, 0.1], [0.2, -0.4, 0.2], [0.1, 0.5, -0.2], [-0.3, -0.5, 0.4], [0.6, 0.5, 0.2], [-0.6, -0.2, 0.6], [0.0, 0.2, 0.4], [-0.1, -0.5, -0.4], [0.1, 0.0, 0.0], [0.1, 0.0, -0.8]],
  "max_force_ev_per_a": 2.6,
  "total_energy_ev": -43304.6615,
  "homo_lumo_gap_ev": 7.81,
  "homo_ev": -5.066,
  "charge": -1
}

***

Record 2
{
  "formula": "C19H49Mn2N3O11S",
  "method": "the ωB97M-V functional and the def2-TZVPD basis",
  "species": ["Mn", "Mn", "S", "O", "O", "O", "O", "C", "O", "C", "C", "N", "C", "C", "O", "C", "H", "H", "H", "H", "H", "H", "H", "H", "H", "H", "H", "H", "H", "H", "H", "C", "O", "C", "C", "N", "C", "C", "O", "C", "H", "H", "H", "H", "H", "H", "H", "H", "H", "H", "H", "H", "H", "H", "H", "C", "O", "C", "C", "N", "C", "C", "O", "C", "H", "H", "H", "H", "H", "H", "H", "H", "H", "H", "H", "H", "H", "H", "H", "C", "O", "H", "H", "H", "H"],
  "xyz": [[1.359, -0.765, 2.659], [-1.128, 3.511, 0.627], [-0.055, 1.102, 1.350], [0.229, 1.977, 0.187], [0.948, 1.202, 2.424], [-1.308, 1.722, 1.811], [0.034, -0.361, 1.126], [1.173, 4.586, 2.698], [-0.184, 4.652, 2.266], [-1.202, 5.014, 3.240], [-2.331, 5.415, 2.300], [-2.783, 4.202, 1.634], [-3.787, 4.496, 0.577], [-4.001, 3.226, -0.215], [-2.702, 2.828, -0.680], [-2.911, 1.931, -1.829], [1.199, 4.365, 3.766], [1.722, 5.461, 2.351], [1.723, 3.744, 2.267], [-0.854, 5.885, 3.797], [-1.305, 4.106, 3.838], [-2.112, 6.216, 1.593], [-3.094, 5.876, 2.950], [-3.118, 3.604, 2.386], [-3.322, 5.236, -0.077], [-4.703, 4.920, 0.992], [-4.654, 3.579, -1.021], [-4.507, 2.433, 0.334], [-2.063, 1.297, -2.072], [-3.082, 2.675, -2.606], [-3.805, 1.324, -1.713], [0.259, 0.068, -3.194], [-0.974, -0.539, -3.520], [-1.087, -1.908, -3.174], [-0.286, -2.916, -4.005], [1.067, -3.134, -3.528], [1.845, -4.017, -4.417], [3.323, -3.675, -4.263], [3.589, -2.356, -4.684], [4.847, -1.802, -4.378], [1.099, -0.538, -2.846], [0.197, 0.859, -2.445], [0.663, 0.411, -4.151], [-2.145, -2.147, -3.319], [-0.884, -2.073, -2.104], [-0.415, -2.490, -5.015], [-0.867, -3.839, -4.023], [1.582, -2.269, -3.480], [1.631, -3.831, -5.472], [1.743, -5.045, -4.075], [3.916, -4.265, -4.978], [3.637, -3.903, -3.234], [4.850, -1.409, -3.349], [4.952, -0.948, -5.043], [5.622, -2.572, -4.450], [3.412, 0.573, 0.449], [2.804, -0.509, 1.178], [3.040, -1.805, 0.535], [2.493, -2.979, 1.343], [1.146, -2.796, 1.917], [0.782, -3.575, 3.102], [-0.540, -2.942, 3.635], [-0.232, -1.551, 3.751], [-1.116, -0.821, 4.620], [2.723, 0.857, -0.352], [4.347, 0.219, 0.021], [3.504, 1.432, 1.105], [4.082, -1.961, 0.258], [2.495, -1.684, -0.410], [3.260, -3.121, 2.112], [2.563, -3.831, 0.662], [0.476, -3.102, 1.215], [1.355, -3.627, 4.029], [0.538, -4.613, 2.857], [-0.789, -3.358, 4.612], [-1.379, -3.164, 2.968], [-0.495, -0.413, 5.422], [-2.029, -1.281, 4.980], [-1.412, 0.115, 4.129], [-3.448, -1.196, 0.308], [-2.216, -1.855, 0.440], [-3.709, -1.017, -0.739], [-4.292, -1.681, 0.796], [-3.415, -0.205, 0.785], [-1.481, -1.227, 0.457]],
  "forces_ev_per_a": [[0.2, -0.1, 0.3], [0.9, -0.9, -0.3], [0.0, 0.7, 0.3], [1.3, -0.5, -0.9], [1.1, 1.7, 1.2], [-1.1, -1.3, 0.9], [-2.1, 0.7, -2.0], [0.7, -0.6, 0.1], [0.4, -0.4, -0.8], [1.4, 0.7, -1.8], [-1.0, 0.4, 2.4], [-1.0, 1.3, 0.1], [0.3, -0.7, 0.9], [-0.2, 1.5, -0.1], [-0.9, -1.0, -0.1], [0.1, 1.2, -0.5], [0.1, 0.6, 0.1], [-0.2, 0.3, 0.6], [-0.6, -0.2, -0.3], [0.0, -0.2, 0.3], [-0.8, 0.4, 0.3], [0.7, -0.3, 0.0], [-0.3, -0.3, -0.3], [-0.3, -0.4, -0.5], [-0.1, 0.1, 0.0], [-0.1, -0.1, -0.1], [0.2, -0.7, -0.4], [0.2, -0.1, 0.1], [0.2, 0.2, 0.4], [0.0, -0.6, -0.6], [0.0, 0.0, 0.3], [1.0, 0.2, -1.1], [0.4, -0.3, 0.7], [-0.5, -0.8, 0.7], [-0.8, 1.2, -0.1], [0.1, -0.5, -0.4], [0.9, 1.1, 0.6], [0.7, -0.6, -0.7], [-1.2, 0.7, 0.3], [-0.5, -0.3, 0.6], [-0.5, -0.8, 0.3], [-0.4, 0.2, -0.2], [0.0, 0.7, 0.2], [0.1, 0.1, 0.0], [0.1, 0.2, 0.0], [0.7, -0.3, -0.2], [0.3, -0.2, 0.2], [-0.1, 0.2, -0.2], [-0.5, -0.4, 0.0], [-0.3, -0.2, -0.5], [-0.2, -0.6, 0.5], [0.2, 0.3, 0.0], [0.1, -0.1, 0.0], [0.5, -0.2, -0.1], [0.2, 0.3, -0.3], [-0.8, -0.1, -0.4], [1.5, -1.3, 0.5], [-1.6, 1.0, -1.2], [1.4, 0.0, 0.0], [1.3, -0.5, 0.1], [-2.5, -0.8, 1.0], [0.8, -0.9, -0.5], [-1.3, -0.3, 0.8], [0.7, 2.3, 0.1], [0.1, 0.0, -0.1], [0.2, 0.3, 0.2], [0.3, -0.2, 0.2], [0.2, 0.1, 0.5], [0.0, -0.4, -0.1], [-0.5, -0.3, 0.4], [-0.1, -0.2, 0.2], [-0.2, 0.6, -0.1], [1.3, 0.5, -0.8], [0.3, 0.0, -0.1], [0.1, 0.1, 0.0], [0.0, 0.6, -0.2], [-0.2, -0.6, 0.4], [0.3, -0.7, -0.2], [-0.2, -0.4, -0.5], [-0.2, 1.4, 0.0], [0.1, -0.7, 0.3], [0.0, -0.2, -0.1], [0.3, -0.6, 0.0], [0.1, 0.0, 0.0], [-0.3, 0.0, 0.0]],
  "max_force_ev_per_a": 3.0,
  "spin_multiplicity": 11,
  "total_energy_ev": -120951.1102,
  "homo_lumo_gap_ev": [7.90, 7.33],
  "s2": 30.007,
  "homo_ev": [-12.659, -12.659],
  "charge": 2
}